# 1
Below is a 5-piece molecular cluster, C36H42N8O6 overall at a distorted geometry, with properties calculated with ωB97M-V/def2-TZVPD.

Each line ends with the Löwdin charge.
CARTESIAN COORDINATES (ANGSTROEM)
O 5.347 11.762 -1.539  0.013
C 11.312 8.205 -4.498  0.067
H 5.705 16.626 -0.189  0.118
C 15.520 14.279 -2.635  0.035
C 7.291 14.647 -5.882  -0.111
C 15.760 11.555 -5.629  -0.116
N 6.080 15.454 -1.933  -0.048
N 8.731 11.862 -2.904  -0.595
C 7.545 11.037 2.376  0.053
N 6.287 11.881 -0.691  -0.459
C 17.053 13.512 -6.113  0.018
H 11.749 7.785 -3.597  0.124
H 14.923 13.526 -5.973  0.136
N 12.203 9.247 -5.073  -0.056
H 4.235 14.801 -2.475  0.165
H 13.474 12.100 -3.989  0.114
C 13.423 11.261 -4.670  0.048
H 11.646 10.634 -3.616  0.139
H 8.018 15.793 -1.388  0.145
C 13.178 14.518 -1.960  0.006
H 6.827 11.852 2.389  0.105
C 6.924 15.046 -4.525  -0.130
C 6.898 14.791 -8.261  0.025
H 6.282 14.953 0.064  0.074
H 13.560 11.411 0.211  0.132
O 9.538 12.796 -2.612  -0.119
H 16.980 9.767 -5.445  0.147
H 9.543 12.916 -7.747  0.144
C 18.153 11.486 -5.818  0.032
C 5.652 15.603 -0.545  0.026
C 12.338 10.427 -4.433  0.033
H 9.839 9.991 2.375  0.159
H 19.814 13.062 -7.389  0.126
C 7.381 15.612 -2.239  0.013
H 11.912 10.713 1.126  0.119
O 7.590 12.205 -3.222  -0.010
H 17.160 14.587 -6.191  0.157
H 15.772 15.305 -2.362  0.123
H 7.062 10.261 1.782  0.115
N 14.367 13.891 -1.798  -0.090
H 15.176 14.289 -3.662  0.071
C 8.430 13.788 -9.910  0.069
O 9.121 10.674 -2.909  -0.045
H 4.661 15.183 -0.398  0.118
C 13.118 8.906 -6.001  0.031
C 7.827 15.425 -3.514  0.040
O 6.389 12.973 0.013  -0.155
C 12.179 13.034 -0.306  -0.076
C 14.466 10.811 -5.480  -0.122
H 14.897 9.289 -7.007  0.149
C 13.372 12.338 -0.312  0.050
N 8.002 14.055 -8.488  -0.076
C 5.212 15.069 -2.853  0.037
H 8.673 12.737 -9.978  0.106
H 19.089 10.946 -5.890  0.167
C 8.332 13.773 -6.166  0.057
C 11.008 11.299 1.057  0.046
C 8.673 12.703 1.038  0.001
H 11.194 14.615 -1.435  0.121
H 7.619 14.101 -10.552  0.105
C 14.451 12.806 -1.022  0.002
H 16.372 13.636 -2.456  0.105
H 5.746 15.804 -6.771  0.146
C 8.686 13.510 -7.468  0.007
H 7.700 13.151 0.885  0.077
C 19.512 13.437 -6.410  0.076
H 6.364 15.168 -9.121  0.158
H 8.851 15.590 -3.811  0.129
C 9.905 10.870 1.749  0.034
N 8.751 11.548 1.689  -0.051
C 16.956 10.833 -5.624  0.058
H 9.294 14.428 -10.070  0.113
H 11.194 7.443 -5.265  0.111
H 15.418 12.325 -0.999  0.150
H 12.869 7.981 -6.509  0.161
H 4.799 14.683 -4.857  0.146
C 10.992 12.534 0.423  -0.125
H 19.384 14.510 -6.472  0.108
H 9.630 14.171 -0.052  0.116
O 7.258 11.044 -0.666  -0.037
H 8.921 13.402 -5.328  0.122
H 7.793 10.737 3.388  0.115
C 6.581 15.146 -6.986  0.060
H 13.046 15.289 -2.703  0.154
C 12.126 14.120 -1.191  0.046
C 15.821 12.934 -5.865  0.025
C 5.589 14.944 -4.166  0.063
C 14.245 9.657 -6.225  0.051
H 10.335 8.626 -4.270  0.106
H 20.224 13.141 -5.648  0.118
C 9.801 13.225 0.443  0.048
N 18.189 12.796 -6.110  -0.063

- gap between HOMO and LUMO (eV) = 4.55
- net charge = +4

***

# 2
Below is C36H43AsN4O3OsSSb as an isolated structure, with properties calculated with ωB97M-V/def2-TZVPD.

Each line ends with the Löwdin charge.
CARTESIAN COORDINATES (ANGSTROEM)
C -1.051 -2.876 -0.315  -0.088
H 4.924 2.721 -0.623  0.016
C 2.956 1.530 -2.811  -0.251
H 6.165 1.044 0.730  0.123
H -3.252 -10.976 -1.862  0.114
H -1.238 6.867 0.548  0.068
H -2.573 1.099 -4.230  0.127
H 0.455 6.517 0.160  0.057
C 5.228 0.507 0.805  -0.066
H -1.843 4.341 0.275  0.055
Sb -0.479 4.456 2.521  1.325
C 4.271 0.911 1.724  -0.078
H 3.762 1.977 -3.392  0.051
H 1.069 6.589 2.602  0.071
C 3.829 -1.336 0.136  -0.002
C -0.207 7.008 0.873  -0.153
H -2.097 -9.125 -0.690  0.127
H -2.386 5.555 4.869  0.073
C -1.930 -0.664 -3.172  0.055
C -3.411 4.631 1.780  -0.150
C -0.632 0.158 2.605  -0.129
O -2.325 -9.794 -3.304  0.021
H -1.837 -5.459 -4.047  0.128
H 0.001 8.076 0.830  0.094
H -2.181 2.896 1.241  0.048
H 2.404 0.431 2.666  0.098
H -1.938 -0.937 3.852  0.118
H 4.062 4.131 0.025  0.034
H -1.671 4.919 6.341  0.091
H -1.455 -11.003 -1.838  0.107
H 5.766 -0.944 -0.683  0.125
N 0.076 0.225 1.439  -0.129
C -1.452 5.210 5.314  -0.157
H -0.602 1.040 3.233  0.099
O 0.656 -0.571 -0.615  -0.058
C 4.198 3.497 -0.849  -0.251
C 0.275 -1.007 0.722  -0.369
C -1.384 -0.922 2.926  -0.020
C -2.091 -7.547 -3.758  0.066
C -0.861 -1.970 0.804  -0.082
H 1.577 5.026 -1.489  0.021
C 2.861 -0.931 1.050  -0.170
C 3.079 0.199 1.851  -0.123
N -1.272 -4.205 -0.272  0.225
H -1.201 -4.772 0.559  0.178
S 1.467 3.225 1.894  0.091
H 4.548 4.094 -1.690  0.053
H -4.242 4.355 1.132  0.088
N -1.435 -3.607 -2.412  0.222
H -2.361 -2.690 2.102  0.137
H -3.349 5.720 1.781  0.077
C -2.022 -8.330 -1.417  0.046
C -2.344 -10.973 -2.463  0.020
H -0.757 6.048 5.357  0.077
C -1.129 -1.149 -2.144  -0.043
H -2.348 -11.810 -3.151  0.111
H -1.522 3.151 4.573  0.059
H -0.589 7.030 3.027  0.066
C -1.958 0.700 -3.436  -0.004
C -1.496 -4.642 -1.563  -0.221
H -1.261 2.628 -2.774  0.112
C -0.858 4.016 4.569  -0.377
H -2.206 -7.796 -4.804  0.145
H 3.283 0.567 -2.420  0.024
C -1.736 -5.984 -1.952  -0.097
H -3.661 4.301 2.788  0.074
H 2.245 4.516 -3.052  0.055
C -1.578 -1.958 1.943  0.035
O 1.570 -2.897 1.463  0.192
C 0.027 6.508 2.294  -0.360
H 2.086 1.384 -3.449  0.034
C -1.889 -6.275 -3.340  0.030
H -1.746 -6.852 0.051  0.123
As 2.510 2.705 -1.344  0.924
H 0.110 3.714 4.968  0.062
C 1.640 4.206 -2.201  -0.251
H 0.642 3.943 -2.543  0.012
H 4.463 1.753 2.378  0.119
C 5.007 -0.615 0.014  -0.034
C -2.146 -8.607 -2.808  -0.224
H -2.532 -1.357 -3.744  0.139
C 1.611 -1.740 1.161  -0.237
H 3.665 -2.225 -0.460  0.135
C -0.358 -0.203 -1.486  -0.290
N -0.414 1.096 -1.670  0.072
C -2.125 3.985 1.266  -0.385
C -1.150 -2.534 -1.671  -0.138
C -1.823 -7.046 -1.011  0.025
C -1.216 1.555 -2.643  -0.089
Os 1.128 1.567 0.356  0.950

- energy above the lowest of the compared OMol25 structures with the same formula, charge and spin (kJ/mol) = 368.5
- gap between HOMO and LUMO (spin up / spin down) (eV) = 7.29 / 5.07
- spin multiplicity = 5
- net charge = +3

***

# 3
Below is C36H43BrN4O4Sc as an isolated structure at a distorted geometry, with properties calculated with ωB97M-V/def2-TZVPD.

Each line ends with the Löwdin charge.
CARTESIAN COORDINATES (ANGSTROEM)
C -0.924 1.293 -2.836  -0.360
H -3.543 2.849 3.219  0.098
H -3.467 -0.126 -0.739  0.149
C -2.368 2.044 -0.845  -0.177
H -2.118 3.017 2.209  0.058
H 2.745 -3.391 4.042  0.082
H -2.253 0.828 -4.513  0.092
C -2.512 -0.197 -0.219  -0.070
C -5.134 1.757 1.068  -0.043
H 1.196 1.298 -3.292  0.076
C -2.437 3.292 -2.895  -0.025
H 4.920 -3.672 0.091  0.111
H 2.445 -0.705 -2.921  0.071
H 2.685 -2.330 -3.564  0.077
N 0.236 -1.220 0.520  -0.046
C 2.281 -2.120 1.572  -0.159
H 0.841 1.746 -1.627  0.026
O -0.719 1.202 4.675  0.207
H -2.906 1.430 2.426  0.054
C -2.197 -1.517 0.263  -0.133
C 1.761 -2.937 3.898  -0.040
C 1.489 -1.921 0.432  -0.216
H -0.597 0.231 -4.683  0.072
C -3.206 -3.692 0.688  -0.063
H -4.422 3.747 1.282  0.125
C 3.194 0.822 0.077  -0.074
H 0.147 -3.772 1.230  0.117
H -3.723 5.010 -2.908  0.114
C 3.522 -2.735 1.421  -0.031
H 4.151 -2.883 2.293  0.117
H 3.481 -3.382 -1.888  0.115
N -0.449 0.961 3.552  -0.464
C -0.906 -2.013 0.601  -0.218
H 1.201 -4.241 -2.805  0.087
C 3.956 -3.185 0.187  -0.052
O -1.046 0.047 2.839  -0.085
H 6.302 3.043 -0.246  0.132
Br 0.444 3.667 0.633  0.969
C 2.770 -0.657 3.577  -0.047
C 3.143 -3.019 -0.924  -0.026
H 2.393 -0.326 4.547  0.089
C 0.435 -3.510 -2.529  -0.038
C -3.349 4.170 -2.335  -0.048
H 0.286 -1.481 -1.867  0.106
H 3.223 4.624 0.376  0.133
C -1.936 -4.175 1.032  -0.037
C 4.393 1.476 -0.077  0.043
C -1.204 1.065 -4.323  -0.058
H -0.937 1.939 -4.922  0.082
H -4.075 -4.337 0.718  0.113
N -1.819 0.897 -0.128  0.012
C 1.911 -2.377 -0.829  -0.145
H 0.529 2.895 -2.934  0.097
H 3.149 -0.254 -0.017  0.103
C -3.314 2.898 -0.262  -0.138
C 3.238 3.545 0.303  -0.007
C 2.106 2.790 0.421  -0.690
C -3.075 2.492 2.300  -0.060
C -3.980 2.768 1.105  -0.355
H -0.981 0.318 -2.351  0.107
H 3.770 -1.069 3.733  0.085
H -4.519 4.627 -0.608  0.120
C -3.314 -2.388 0.300  -0.027
H -4.757 0.729 1.097  0.066
H -0.174 -3.943 -1.733  0.072
H 5.288 0.906 -0.293  0.133
H -5.787 1.887 1.935  0.090
C 1.846 -1.718 2.971  -0.371
H 0.841 -1.319 2.903  0.091
C -0.823 -3.368 0.978  -0.006
H 2.868 0.223 2.938  0.063
Sc -0.088 0.675 1.132  0.959
H -1.822 -5.208 1.340  0.118
N 2.034 1.457 0.345  -0.040
C -3.782 3.959 -1.041  -0.028
H 1.385 -2.640 4.880  0.089
H -5.739 1.877 0.167  0.089
H 1.298 -1.381 -4.092  0.077
C 1.929 -1.616 -3.229  -0.060
C 1.083 -2.192 -2.090  -0.361
H 1.093 -3.700 3.497  0.078
O 5.536 3.596 -0.048  0.124
C 0.494 1.839 -2.656  -0.044
O 0.470 1.589 2.875  -0.140
H -2.106 3.450 -3.914  0.115
H -0.205 -3.349 -3.401  0.085
C -1.936 2.219 -2.171  -0.140
H -4.282 -1.991 0.010  0.121
C 4.426 2.861 0.057  -0.285

- gap between HOMO and LUMO (eV) = 7.78
- net charge = +1